Entry from the OMol25 dataset: a gas-phase ion, C4H6N (charge +1) (wB97M-V/def2-TZVPD).

Summary:
* energy relative to the best compared isomer or geometry (same formula, charge and spin): 414.1 kJ/mol
* gap between HOMO and LUMO (alpha / beta): 7.091 / 9.035 eV

```
! RIJCOSX wB97M-V def2-TZVPD def2/J DEFGRID3
* xyz 1 1
C -0.54023 0.65117 -0.10061
C -1.86959 0.55346 0.04071
C 0.44932 -0.56164 -0.07699
C 1.50634 0.54008 0.08616
N 0.40172 1.47268 -0.08275
H -2.31244 0.47687 1.14644
H -2.50636 0.58619 -0.88643
H 0.13660 -1.11749 0.81296
H 0.29262 -0.88899 -1.13530
H 1.96075 0.72880 1.03362
H 2.40269 0.75644 -0.62476
*
```



Entry from the OMol25 dataset: a molecular structure, C9H17N2O (wB97M-V/def2-TZVPD).

Summary:
* energy relative to the best compared isomer or geometry (same formula, charge and spin): 435.2 kJ/mol
* gap between HOMO and LUMO: 9.515 eV

```
! RIJCOSX wB97M-V def2-TZVPD def2/J DEFGRID3
* xyz 1 1
C 1.94115 -0.29886 -1.05008
C 3.24697 -0.03545 -0.20878
C 0.01079 -2.51176 0.80644
C -1.08657 -1.62126 -1.28849
C -0.01666 2.51154 0.15832
C -2.18860 1.49988 0.35527
C -0.87263 -1.33054 0.19119
C -0.77136 1.24103 -0.27109
C -0.20405 0.02720 0.49986
N 2.40493 0.13395 0.90704
N 1.30247 -0.07445 0.04504
O 4.36230 0.09599 -0.47877
H 1.66173 -0.34943 -2.07860
H 0.34930 -3.16828 -0.16813
H -0.40827 -3.10964 1.56259
H 0.95219 -2.13260 1.13470
H -0.13048 -1.57381 -1.75254
H -1.72509 -2.64101 -1.23202
H -1.73280 -0.87724 -1.69440
H -0.01570 2.74738 1.27264
H -0.52172 3.43611 -0.31395
H 1.06293 2.48140 -0.13430
H -2.60833 0.56703 0.71356
H -2.66931 1.93471 -0.48200
H -2.05904 2.26268 1.09269
H -1.81384 -1.23356 0.65152
H -0.68634 0.92914 -1.35370
H -0.10016 0.27963 1.49994
H 2.31620 0.81022 1.61604
*
```



Entry from the OMol25 dataset: a molecular structure, C19H25N3O5PPt (wB97M-V/def2-TZVPD).

Summary:
* energy relative to the best compared isomer or geometry (same formula, charge and spin): 34.3 kJ/mol
* gap between HOMO and LUMO (alpha / beta): 6.816 / 5.067 eV

```
! RIJCOSX wB97M-V def2-TZVPD def2/J DEFGRID3
* xyz 1 3
Pt -0.51009 -0.04228 0.60312
O 3.63996 -0.88364 -0.88475
C 4.30279 -1.38187 0.18123
C 5.62406 -1.78249 0.08996
C 6.22630 -2.34971 1.26285
C 5.52285 -2.45319 2.46903
C 4.19419 -1.99774 2.60182
C 3.62838 -1.39057 1.45290
C 2.18621 -0.94378 1.42269
O 1.70198 -0.30219 0.42621
N 1.48280 -1.13059 2.50082
N 0.20017 -0.87231 2.28371
C -0.79739 -1.23427 3.14645
C -2.11522 -1.24115 2.56748
C -3.27105 -1.74279 3.16437
C -4.47906 -1.52178 2.52232
C -4.56909 -0.51431 1.54825
C -3.39969 -0.09055 0.89216
N -2.24681 -0.50907 1.37173
H 2.71590 -0.56561 -0.57444
H 6.05730 -1.87952 -0.97664
H 7.23883 -2.72767 1.21926
H 6.08193 -2.97223 3.27639
H 3.60869 -2.13147 3.53523
H -0.65763 -1.46420 4.20706
H -3.18327 -2.38450 4.04207
H -5.32271 -2.07876 2.88754
H -5.55773 -0.27460 1.13976
H -3.53456 0.56633 0.06194
C 2.32230 2.24677 -2.73888
C 1.51231 2.58879 -1.51383
O 0.06763 2.27283 -1.67657
P -0.92825 1.14292 -1.28405
O -0.84037 0.26235 -2.63090
C -2.01133 -0.59133 -2.95326
C -1.72644 -1.08778 -4.34264
O -2.35860 1.90039 -1.36892
C -2.67221 3.16514 -0.68181
C -3.49785 2.91103 0.57823
H 3.36727 2.15386 -2.43229
H 2.33042 3.04600 -3.54575
H 2.09317 1.34113 -3.18383
H 1.59211 3.71199 -1.37972
H 1.80259 2.08294 -0.62381
H -2.96712 -0.04162 -3.03102
H -2.06631 -1.38514 -2.20326
H -1.41234 -0.25368 -4.96885
H -2.56611 -1.59279 -4.81804
H -0.88198 -1.77104 -4.37207
H -3.29994 3.80551 -1.48368
H -1.66048 3.60437 -0.36600
H -4.45225 2.57688 0.28969
H -3.53850 3.93027 0.96538
H -2.97572 2.27675 1.32534
*
```



no.,total energy (hartree)
1,-210.29831
2,-537.47207
3,-1739.87771